Below is 3 unconnected molecules or ions with the total composition C26H60NP, with properties calculated with the ωB97M-V functional and the def2-TZVPD basis.

Structure (XYZ):
```
88
Properties=species:S:1:pos:R:3:forces:R:3
C 0.693 2.702 1.557 -0.03 -0.03 0.06
C 0.600 3.252 0.127 0.12 0.07 -0.06
C 0.289 2.187 -0.920 -0.02 -0.01 -0.06
C 1.447 1.212 -1.143 0.06 -0.03 0.01
C 1.034 -0.151 -1.724 -0.03 0.05 -0.07
C 1.625 -1.340 -0.968 0.14 -0.07 -0.02
C 1.215 -1.391 0.517 -0.04 0.06 0.00
C 0.581 -2.701 1.012 0.03 -0.05 0.00
C -0.446 -3.351 0.083 -0.10 0.02 0.04
C -1.604 -2.413 -0.310 -0.01 0.05 0.00
P -3.202 -2.928 0.468 0.03 0.01 -0.08
C -4.369 -1.787 -0.408 0.04 0.02 -0.04
C -5.805 -1.913 0.096 -0.02 -0.06 0.08
C -6.809 -1.093 -0.720 0.00 -0.04 -0.05
C -7.952 -0.488 0.099 -0.02 -0.05 -0.02
N -7.564 0.431 1.164 -0.02 0.04 0.00
H 1.720 2.511 1.868 0.00 -0.03 -0.06
H 0.264 3.398 2.279 0.04 0.00 -0.01
H 0.148 1.758 1.652 -0.04 0.05 0.00
H -0.155 4.039 0.076 -0.05 -0.06 0.02
H 1.549 3.731 -0.138 -0.06 0.07 0.00
H -0.602 1.627 -0.614 0.02 0.03 0.06
H 0.029 2.677 -1.864 -0.01 -0.06 -0.02
H 2.180 1.682 -1.805 0.04 0.02 0.07
H 1.967 1.060 -0.191 -0.07 -0.04 0.00
H 1.332 -0.218 -2.774 -0.04 0.01 0.01
H -0.058 -0.234 -1.717 0.01 -0.01 0.04
H 2.716 -1.296 -1.052 -0.02 -0.02 0.02
H 1.330 -2.258 -1.479 0.01 -0.01 0.02
H 2.088 -1.196 1.147 -0.05 0.04 0.02
H 0.531 -0.560 0.723 -0.02 -0.06 -0.05
H 0.091 -2.498 1.971 0.05 -0.01 0.01
H 1.368 -3.431 1.224 -0.03 0.00 -0.04
H -0.846 -4.233 0.596 0.05 -0.01 -0.02
H 0.042 -3.736 -0.814 -0.01 0.04 0.00
H -1.409 -1.401 0.053 0.00 -0.01 -0.03
H -1.712 -2.335 -1.395 0.00 -0.02 0.04
H -3.420 -4.067 -0.351 -0.02 -0.02 0.05
H -3.997 -0.773 -0.224 -0.07 0.00 -0.01
H -4.333 -1.941 -1.491 0.05 -0.03 0.02
H -5.834 -1.605 1.145 0.04 0.02 -0.02
H -6.096 -2.969 0.093 -0.05 0.05 -0.01
H -7.247 -1.722 -1.502 0.05 0.05 -0.04
H -6.288 -0.284 -1.247 0.01 0.02 0.10
H -8.622 0.044 -0.582 0.00 -0.02 0.01
H -8.547 -1.287 0.550 0.02 0.02 0.01
H -7.220 -0.059 1.977 0.04 -0.05 0.02
H -6.828 1.056 0.859 -0.02 0.05 -0.03
C 3.178 -4.822 -0.775 -0.01 0.03 0.00
C 4.120 -5.726 0.010 -0.01 -0.01 0.02
C 3.982 -7.205 -0.347 0.00 0.00 0.00
C 2.583 -7.786 -0.125 0.00 0.00 -0.01
C 2.031 -7.603 1.288 0.00 0.02 0.00
C 2.888 -8.254 2.367 0.01 0.00 0.00
H 2.133 -5.069 -0.578 0.00 0.01 -0.01
H 3.321 -3.774 -0.509 0.01 -0.01 -0.01
H 3.344 -4.918 -1.851 0.00 -0.02 0.00
H 3.945 -5.588 1.081 0.01 0.00 0.00
H 5.154 -5.416 -0.166 0.00 0.00 -0.01
H 4.714 -7.779 0.229 -0.01 -0.01 0.00
H 4.252 -7.345 -1.399 0.01 0.01 0.00
H 2.610 -8.854 -0.361 0.00 0.00 0.01
H 1.885 -7.338 -0.838 0.01 0.00 -0.01
H 1.022 -8.023 1.324 0.00 0.00 0.01
H 1.917 -6.537 1.506 0.00 0.00 -0.01
H 3.007 -9.323 2.177 0.01 0.00 0.00
H 2.439 -8.137 3.354 0.00 -0.01 0.00
H 3.887 -7.814 2.407 0.00 0.00 0.00
C -0.660 7.067 -1.418 -0.01 0.00 0.01
C 0.857 6.965 -1.307 0.00 -0.01 0.00
C 1.363 6.965 0.134 0.01 -0.02 0.03
C 1.021 8.219 0.941 -0.01 0.01 -0.01
C 1.512 9.529 0.327 -0.01 0.00 -0.01
C 3.025 9.592 0.154 0.01 -0.01 0.00
H -1.033 8.004 -1.001 0.00 0.00 -0.01
H -0.986 7.019 -2.458 0.00 -0.01 0.00
H -1.145 6.251 -0.878 0.00 0.01 0.00
H 1.321 7.783 -1.866 0.01 0.00 0.00
H 1.192 6.043 -1.791 -0.01 0.00 0.00
H 2.446 6.817 0.131 0.00 0.00 0.00
H 0.944 6.096 0.650 0.01 0.01 0.02
H 1.450 8.113 1.942 0.00 0.01 0.00
H -0.062 8.278 1.084 0.00 -0.01 0.00
H 1.186 10.356 0.964 0.01 0.00 0.00
H 1.027 9.689 -0.641 -0.01 0.00 0.00
H 3.532 9.445 1.110 0.00 -0.01 0.00
H 3.338 10.557 -0.246 0.00 0.00 0.01
H 3.384 8.821 -0.531 0.00 0.00 -0.01
```
Forces are in eV/Å.

The HOMO energy is -8.87 eV. As for the energy: -1422.7338 a.u. As for the frontier orbital gap: 9.62 eV.